ORCA calculation (ωB97M-V/def2-TZVPD) on C4H9NO2 in the gas phase.

Geometry as XYZ:
```
16
Properties=species:S:1:pos:R:3:forces:R:3:nbo_charge:R:1
C -1.842898 -0.952911 -0.418020 -0.05 -0.02 0.00 -0.619
C -0.692244 0.039167 -0.462872 0.04 -0.36 0.08 0.089
O -1.200799 1.310367 -0.803500 0.14 0.12 -0.11 -0.724
C 0.070842 0.086538 0.888167 -0.12 0.00 0.07 -0.257
N 1.487367 -0.212635 0.762107 0.08 0.05 -0.11 -0.608
C 2.283361 0.576722 0.009259 -0.03 0.09 -0.07 0.525
O 1.894678 1.579795 -0.568914 0.06 -0.33 0.19 -0.639
H -1.444013 -1.967500 -0.298940 -0.10 0.14 0.02 0.204
H -2.418705 -0.915657 -1.346747 0.09 0.02 0.12 0.224
H -2.517729 -0.744040 0.419124 0.07 0.02 -0.11 0.207
H 0.011630 -0.300651 -1.236056 -0.02 0.09 0.10 0.163
H -0.426618 1.866335 -0.980079 -0.11 -0.01 0.08 0.490
H -0.049912 1.091549 1.308482 0.01 -0.14 -0.09 0.221
H -0.349156 -0.624496 1.605758 0.05 0.07 -0.12 0.205
H 1.863805 -1.057905 1.160477 0.01 0.15 -0.06 0.401
H 3.330386 0.225328 -0.038248 -0.12 0.10 0.00 0.118
```
Positions in Å, forces in eV/Å.

Computed properties:
Multiplicity: 1
HOMO level: -0.362 hartree
LUMO level: 0.75 eV
ΔE to the lowest compared entry with this formula, charge and spin: 79.0 kJ/mol
Orbital gap: 10.6 eV
M: 103.121 g/mol
E_tot: -9879.2418 eV